(1)
A structure of composition C41H56Br3N5NbO4PS2. Source: the Open Molecules 2025 dataset; level of theory: wB97M-V/def2-TZVPD.

Structure (ORCA input):
```
! wB97M-V def2-TZVPD RIJCOSX def2/J DEFGRID3
* xyz -2 1
C -0.333 -1.653 3.864
C -0.648 -2.024 2.735
Nb -1.197 -2.273 0.536
C -1.390 -2.963 -1.628
C -0.334 -2.411 -2.677
C 0.581 -3.586 -3.288
C 1.967 -2.990 -3.842
N 3.092 -3.108 -2.883
C 4.193 -2.180 -3.303
C 5.009 -1.500 -2.134
C 4.444 -0.107 -1.639
C 3.461 -0.385 -0.431
C 3.621 -4.435 -2.811
S 3.122 -5.708 -3.763
S 4.986 -4.852 -1.645
C 4.525 -4.375 0.075
C 4.940 -5.554 1.029
C 4.442 -5.350 2.516
C 0.945 -3.151 0.383
C 1.031 -4.656 0.834
O 1.310 -4.922 1.968
Br 0.700 -6.178 -0.385
C -1.999 -4.354 1.124
O -1.870 -4.793 2.295
O -2.635 -5.115 0.251
C -3.317 -1.508 0.745
Br -4.280 -1.110 -1.002
C -3.692 -0.202 1.590
C -3.162 -0.032 3.035
Br -3.679 1.538 0.551
P -0.183 0.034 -0.101
C -1.010 0.744 -1.675
O -0.429 1.147 1.213
H 0.303 -1.215 4.664
H -1.144 -4.074 -1.568
H -2.430 -2.959 -2.033
H 0.392 -1.635 -2.323
H -0.898 -1.990 -3.570
H 0.036 -4.185 -4.060
H 0.863 -4.242 -2.422
H 1.767 -1.880 -3.957
H 2.204 -3.354 -4.883
H 3.867 -1.365 -3.997
H 4.944 -2.813 -3.873
H 6.049 -1.299 -2.544
H 5.156 -2.137 -1.228
H 3.993 0.496 -2.469
H 5.313 0.473 -1.196
H 3.041 0.588 -0.045
H 2.667 -1.103 -0.754
H 3.991 -0.849 0.456
H 5.096 -3.460 0.431
H 3.444 -4.089 0.109
H 4.552 -6.531 0.643
H 6.068 -5.622 1.027
H 3.787 -4.438 2.649
H 5.344 -5.164 3.176
H 3.870 -6.225 2.924
H 1.424 -2.994 -0.620
H 1.581 -2.603 1.138
H -3.943 -2.347 1.182
H -4.816 -0.314 1.733
H -2.122 0.364 3.136
H -3.833 0.636 3.654
H -3.215 -1.043 3.543
H -1.321 1.811 -1.556
H -1.790 0.066 -2.103
H -0.166 0.755 -2.437
H 0.215 1.872 1.095
N 8.403 -4.918 0.502
C 8.774 -4.683 -0.760
C 9.335 -3.490 -1.189
C 9.518 -2.480 -0.259
C 9.138 -2.699 1.056
C 8.590 -3.929 1.383
H 8.608 -5.502 -1.452
H 9.620 -3.356 -2.225
H 9.951 -1.532 -0.555
H 9.264 -1.934 1.810
H 8.280 -4.150 2.399
N -5.061 3.828 3.604
C -4.061 4.099 2.755
C -3.564 5.378 2.537
C -4.134 6.432 3.231
C -5.172 6.174 4.114
C -5.594 4.863 4.263
H -3.647 3.240 2.229
H -2.751 5.540 1.841
H -3.774 7.445 3.087
H -5.643 6.973 4.673
H -6.401 4.611 4.945
N -7.169 9.137 2.865
C -8.284 8.571 3.341
C -9.216 9.238 4.121
C -8.979 10.568 4.431
C -7.830 11.176 3.952
C -6.964 10.421 3.177
H -8.423 7.529 3.074
H -10.103 8.730 4.476
H -9.683 11.124 5.040
H -7.611 12.213 4.174
H -6.053 10.854 2.776
N -2.249 3.101 -3.772
C -1.892 3.320 -5.042
C -2.731 3.121 -6.126
C -4.017 2.663 -5.883
C -4.411 2.427 -4.576
C -3.495 2.661 -3.562
H -0.875 3.674 -5.181
H -2.388 3.318 -7.134
H -4.705 2.493 -6.704
H -5.407 2.068 -4.348
H -3.761 2.492 -2.523
*
```

Computed properties:
HOMO energy: -0.79 eV
LUMO energy: 2.800 eV
Total energy: -301693.8839 eV
Gap between HOMO and LUMO: 0.1318 hartree

---

(2)
The molecule C17H26ClN3O4S. Source: the Open Molecules 2025 dataset; level of theory: wB97M-V/def2-TZVPD.

Structure (ORCA input):
```
! wB97M-V def2-TZVPD RIJCOSX def2/J DEFGRID3
* xyz 0 1
C -5.899 -1.391 -1.844
N -4.869 -0.414 -1.560
C -5.125 0.824 -2.266
C -4.697 -0.185 -0.136
C -4.060 -1.387 0.563
C -3.547 -1.016 1.961
N -2.481 -0.047 1.924
C -1.214 -0.284 1.550
C -0.727 -1.592 1.356
C 0.588 -1.810 1.018
Cl 1.185 -3.396 0.810
C 1.477 -0.748 0.846
S 3.177 -1.125 0.402
O 3.162 -1.824 -0.853
O 3.805 -1.757 1.525
N 3.806 0.415 0.231
C 3.701 0.963 -1.106
C 4.842 0.501 -2.012
C 6.187 0.814 -1.361
C 6.249 0.172 0.023
C 5.080 0.665 0.874
C 1.028 0.535 1.034
C -0.301 0.798 1.376
C -0.736 2.184 1.521
O -1.868 2.550 1.788
O 0.235 3.088 1.316
H -5.975 -1.522 -2.922
H -6.886 -1.090 -1.458
H -5.628 -2.348 -1.404
H -4.301 1.515 -2.092
H -6.063 1.310 -1.952
H -5.183 0.618 -3.334
H -4.027 0.672 -0.029
H -5.655 0.069 0.356
H -3.231 -1.739 -0.052
H -4.782 -2.197 0.667
H -4.361 -0.580 2.543
H -3.207 -1.917 2.479
H -2.732 0.935 1.984
H -1.377 -2.441 1.477
H 2.740 0.642 -1.510
H 3.702 2.056 -1.017
H 4.759 0.995 -2.982
H 4.744 -0.575 -2.159
H 7.001 0.442 -1.986
H 6.304 1.898 -1.264
H 7.191 0.412 0.518
H 6.172 -0.913 -0.071
H 5.054 0.147 1.832
H 5.159 1.744 1.047
H 1.716 1.355 0.916
H -0.133 3.979 1.428
*
```

Computed properties:
HOMO energy: -8.39 eV
Energy relative to the best compared isomer or geometry (same formula, charge and spin): 0.000 eV
LUMO energy: 0.164 eV
Total energy: -54069.3120 eV
SMILES string: CN(C)CCCNc1cc(Cl)c(S(=O)(=O)N2CCCCC2)cc1C(=O)O
Gap between HOMO and LUMO: 0.3143 hartree

---

(3)
The ion C5H11NO with charge +1. Source: the Open Molecules 2025 dataset; level of theory: wB97M-V/def2-TZVPD.

Structure (ORCA input):
```
! wB97M-V def2-TZVPD RIJCOSX def2/J DEFGRID3
* xyz 1 2
C 1.050 -1.041 -0.566
C -0.139 -1.902 -1.035
C 0.892 0.478 -0.914
N -0.285 1.110 -0.397
C -0.395 1.433 1.030
C -1.210 0.572 1.963
O -2.386 0.193 2.012
H 1.953 -1.463 -1.091
H 1.325 -1.201 0.519
H -0.118 -2.901 -0.684
H -0.374 -1.730 -2.089
H -1.036 -1.437 -0.618
H 0.722 0.390 -1.984
H 1.745 1.111 -0.478
H -0.622 1.936 -1.028
H -1.060 2.318 0.959
H 0.555 1.724 1.494
H -0.616 0.410 2.907
*
```

Computed properties:
<S²>: 0.7550
HOMO energy (spin up / spin down): -14.84 / -14.67 eV
Energy relative to the best compared isomer or geometry (same formula, charge and spin): 3.002 eV
LUMO energy (spin up / spin down): -4.322 / -8.472 eV
Total energy: -8890.3348 eV
Gap between HOMO and LUMO (spin up / spin down): 0.3865 / 0.2279 hartree

---

(4)
The ion C7H12N3 with charge +1. Source: the Open Molecules 2025 dataset; level of theory: wB97M-V/def2-TZVPD.

Structure (ORCA input):
```
! wB97M-V def2-TZVPD RIJCOSX def2/J DEFGRID3
* xyz 1 1
C 0.909 -1.861 1.309
C -0.128 0.076 0.498
C 1.469 1.574 -2.023
C 0.655 0.552 -1.784
C -1.174 1.085 0.664
C -0.188 -0.029 -2.859
C -0.620 -0.848 2.791
N 1.629 -2.056 0.333
N 0.085 -0.781 1.531
N 0.531 -0.027 -0.609
H 1.136 -2.503 2.218
H 1.959 2.282 -1.307
H 1.571 1.785 -3.138
H -2.038 0.566 1.143
H -0.741 1.850 1.290
H -1.165 1.350 -0.327
H -0.740 0.733 -3.356
H 0.294 -0.646 -3.591
H -0.932 -0.536 -2.253
H -0.038 -0.834 3.691
H -1.314 0.034 2.844
H -1.158 -1.767 2.935
*
```

Computed properties:
HOMO energy (spin up / spin down): -14.00 / -13.72 eV
Energy relative to the best compared isomer or geometry (same formula, charge and spin): 5.950 eV
LUMO energy (spin up / spin down): -4.524 / -6.557 eV
Total energy: -11912.5914 eV
Gap between HOMO and LUMO (spin up / spin down): 0.3482 / 0.2633 hartree

---

(5)
A structure of composition C20H46AlOP4S. Source: the Open Molecules 2025 dataset; level of theory: wB97M-V/def2-TZVPD.

Structure (ORCA input):
```
! wB97M-V def2-TZVPD RIJCOSX def2/J DEFGRID3
* xyz 3 1
Al -1.573 0.009 0.473
P -3.189 -1.122 1.785
P 0.539 -0.732 1.842
P 1.838 -2.777 -2.857
H -0.734 1.065 -1.651
C -1.195 0.063 -1.592
C -0.738 -1.003 -0.845
H -1.251 -1.969 -1.056
C -4.380 -0.040 2.654
C -2.678 -2.256 3.130
C -4.244 -2.136 0.684
C 2.058 -0.088 1.035
C 0.800 -0.151 3.563
C 0.943 -2.511 1.928
C 2.139 -3.722 -4.384
C 0.739 -3.865 -1.868
C 3.479 -2.838 -2.055
H -1.591 -0.247 -2.687
H 0.350 -1.164 -0.684
H -5.144 0.309 1.938
H -3.854 0.829 3.074
H -4.863 -0.600 3.465
H -2.049 -1.727 3.856
H -2.116 -3.110 2.728
H -3.581 -2.622 3.643
H -4.980 -1.473 0.194
H -4.775 -2.899 1.276
H -3.637 -2.622 -0.084
H 2.854 -0.018 1.793
H 1.903 0.903 0.599
H 2.398 -0.765 0.241
H 1.671 -0.682 3.991
H -0.082 -0.354 4.180
H 1.009 0.930 3.574
H 1.332 -2.731 2.937
H 1.699 -2.793 1.203
H 0.047 -3.123 1.767
H 3.120 -4.231 -4.272
H 2.170 -3.044 -5.229
H 1.353 -4.470 -4.544
H 1.267 -4.809 -1.626
H -0.163 -4.098 -2.438
H 0.435 -3.373 -0.930
H 4.110 -3.593 -2.559
H 3.398 -3.059 -0.979
H 3.913 -1.843 -2.199
C 1.499 1.524 -3.141
C 2.812 1.655 -2.663
C 3.233 2.894 -2.142
C 2.344 3.969 -2.076
C 1.039 3.832 -2.547
C 0.589 2.611 -3.059
S 0.889 0.075 -3.879
H 1.725 -0.766 -3.337
H 3.492 0.798 -2.700
H 4.257 3.007 -1.798
H 2.670 4.922 -1.661
H 0.327 4.680 -2.547
H -0.444 2.445 -3.357
C 0.729 3.353 1.347
P -1.046 3.140 1.367
C -1.901 4.372 0.418
C -1.579 3.033 3.063
O -1.376 1.771 0.685
H 1.211 2.632 2.024
H 1.150 3.248 0.340
H 0.953 4.370 1.717
H -2.012 5.281 1.023
H -1.358 4.616 -0.496
H -2.909 4.003 0.146
H -2.536 2.511 3.153
H -0.816 2.513 3.652
H -1.685 4.066 3.453
*
```

Computed properties:
HOMO energy (spin up / spin down): -16.45 / -15.81 eV
Energy relative to the best compared isomer or geometry (same formula, charge and spin): 3.060 eV
LUMO energy (spin up / spin down): -9.128 / -11.153 eV
Total energy: -78096.6964 eV
Gap between HOMO and LUMO (spin up / spin down): 0.2690 / 0.1712 hartree

---

(6)
A cluster of 8 separate species, H18NO7 in total. Source: the Open Molecules 2025 dataset; level of theory: wB97M-V/def2-TZVPD.

Structure (ORCA input):
```
! wB97M-V def2-TZVPD RIJCOSX def2/J DEFGRID3
* xyz 1 1
N -0.477 -2.126 0.635
H -0.527 -2.958 0.048
H -1.385 -2.020 1.128
H 0.324 -2.210 1.248
H -0.334 -1.345 -0.086
H 0.149 0.947 1.315
H 1.492 1.322 1.833
O 1.004 1.319 0.999
H -2.458 -1.940 3.236
H -2.447 -3.488 2.996
O -2.005 -2.658 2.773
H 1.529 0.142 -0.053
H 2.439 -0.891 -0.875
O 1.524 -0.655 -0.645
H 1.073 2.205 -2.612
H 1.473 1.662 -3.986
O 0.935 1.467 -3.216
H -2.068 0.910 0.581
H -2.024 1.343 1.932
O -1.624 0.631 1.403
H -1.192 -1.122 -2.550
H -0.106 -0.213 -1.945
O -0.685 -0.957 -1.750
H 1.515 2.870 -0.422
H 1.900 4.355 -0.916
O 1.980 3.409 -1.071
*
```

Computed properties:
HOMO energy: -13.75 eV
Energy relative to the best compared isomer or geometry (same formula, charge and spin): 1.607 eV
LUMO energy: -3.047 eV
Total energy: -16109.7691 eV
Gap between HOMO and LUMO: 0.3934 hartree

---

(7)
The molecule C3H7NO. Source: the Open Molecules 2025 dataset; level of theory: wB97M-V/def2-TZVPD.

Structure (ORCA input):
```
! wB97M-V def2-TZVPD RIJCOSX def2/J DEFGRID3
* xyz 0 1
C -1.531 0.135 -0.798
O -1.103 -1.212 -0.678
C 0.067 -1.618 -0.241
N 1.009 -0.784 0.251
C 1.210 0.655 0.608
H -1.590 0.630 0.176
H -0.875 0.689 -1.474
H -2.528 0.059 -1.232
H 1.502 -1.610 0.590
H 2.177 0.792 1.105
H 1.223 1.300 -0.282
H 0.440 1.039 1.288
*
```

Computed properties:
HOMO energy: -8.07 eV
Energy relative to the best compared isomer or geometry (same formula, charge and spin): 3.702 eV
LUMO energy: 0.797 eV
Total energy: -6759.0483 eV
Gap between HOMO and LUMO: 0.3257 hartree

---

(8)
A cluster of 7 separate species, C36H78F3NO17 in total. Source: the Open Molecules 2025 dataset; level of theory: wB97M-V/def2-TZVPD.

Structure (ORCA input):
```
! wB97M-V def2-TZVPD RIJCOSX def2/J DEFGRID3
* xyz 0 1
C 6.930 0.802 3.012
C 7.520 -0.178 2.003
O 8.490 0.412 1.089
C 8.173 0.653 -0.177
O 7.073 0.552 -0.650
C 9.288 1.317 -0.999
F 8.720 1.916 -2.135
F 9.993 2.107 -0.167
F 10.083 0.334 -1.485
H 7.748 1.270 3.561
H 6.102 0.452 3.628
H 6.404 1.591 2.475
H 6.742 -0.734 1.479
H 8.091 -0.921 2.561
C 1.098 6.509 -2.706
O 0.650 6.883 -1.433
C -0.733 6.634 -1.314
C -1.125 6.847 0.170
O -2.352 6.246 0.463
C -2.713 6.157 1.826
C -4.195 5.841 2.087
O -4.964 6.658 1.271
C -6.325 6.370 1.267
H 0.702 5.548 -3.036
H 2.175 6.344 -2.709
H 0.912 7.264 -3.470
H -1.018 5.660 -1.711
H -1.296 7.364 -1.896
H -1.192 7.918 0.362
H -0.254 6.451 0.692
H -2.434 7.105 2.287
H -2.041 5.518 2.398
H -4.507 5.963 3.125
H -4.311 4.816 1.733
H -6.975 7.204 1.001
H -6.713 6.127 2.256
H -6.464 5.472 0.665
C 0.243 -3.136 -3.547
O 1.630 -3.059 -3.267
C 2.368 -4.262 -2.930
C 2.593 -5.171 -4.166
O 3.135 -6.473 -3.803
C 3.182 -7.392 -4.911
C 3.827 -6.998 -6.282
O 2.963 -6.001 -6.873
C 3.578 -5.222 -7.889
H -0.067 -3.734 -4.403
H -0.147 -2.127 -3.679
H -0.368 -3.427 -2.692
H 1.849 -4.882 -2.198
H 3.386 -4.094 -2.581
H 3.331 -4.648 -4.773
H 1.641 -5.147 -4.696
H 2.162 -7.771 -4.971
H 3.650 -8.337 -4.634
H 4.022 -7.720 -7.075
H 4.798 -6.680 -5.904
H 2.887 -4.445 -8.216
H 3.751 -5.916 -8.712
H 4.529 -4.737 -7.667
C -8.500 -4.025 3.078
O -8.664 -3.767 4.450
C -8.239 -2.437 4.831
C -6.864 -1.829 4.137
O -7.202 -1.475 2.797
C -6.107 -0.990 2.024
C -6.529 -0.528 0.672
O -6.725 -1.597 -0.283
C -7.980 -2.157 -0.207
H -7.478 -4.150 2.719
H -8.956 -3.270 2.439
H -9.037 -4.968 2.979
H -8.030 -2.557 5.894
H -9.010 -1.670 4.754
H -6.221 -2.705 4.048
H -6.522 -0.989 4.741
H -5.392 -1.802 1.890
H -5.526 -0.241 2.561
H -5.722 0.143 0.380
H -7.394 0.124 0.795
H -8.165 -2.545 -1.209
H -8.728 -1.425 0.098
H -8.061 -2.967 0.517
C -0.664 -2.431 7.150
O -1.647 -2.102 8.142
C -1.219 -1.926 9.513
C -0.508 -0.571 9.744
O -0.342 -0.300 11.122
C 0.633 -1.075 11.912
C 1.938 -1.533 11.252
O 1.867 -2.721 10.441
C 2.844 -3.721 10.913
H 0.192 -1.761 7.070
H -1.017 -2.672 6.148
H -0.294 -3.391 7.513
H -0.562 -2.655 9.988
H -2.196 -1.860 9.992
H -1.090 0.231 9.289
H 0.433 -0.639 9.199
H 0.083 -1.937 12.290
H 0.755 -0.523 12.844
H 2.510 -1.752 12.153
H 2.519 -0.848 10.634
H 3.772 -3.211 11.174
H 3.161 -4.209 9.991
H 2.409 -4.349 11.690
C -1.705 3.692 -9.598
O -0.571 3.395 -8.813
C -0.602 2.073 -8.396
C 0.407 1.949 -7.249
O 1.658 1.919 -7.877
C 2.601 1.378 -6.944
C 4.049 1.816 -7.236
O 4.552 1.134 -8.350
C 4.097 1.511 -9.609
H -2.563 3.581 -8.935
H -1.835 3.089 -10.497
H -1.944 4.727 -9.839
H -0.309 1.398 -9.200
H -1.501 1.737 -7.880
H 0.276 1.105 -6.573
H 0.427 2.849 -6.634
H 2.583 0.291 -6.863
H 2.302 1.796 -5.983
H 4.605 1.631 -6.317
H 3.916 2.894 -7.319
H 3.211 0.917 -9.831
H 4.858 1.295 -10.358
H 3.855 2.567 -9.734
C 1.834 1.823 0.406
C 0.803 1.302 1.263
N 0.007 0.922 2.009
H 2.058 2.866 0.629
H 1.435 1.804 -0.609
H 2.749 1.231 0.411
*
```

Computed properties:
HOMO energy: -9.01 eV
LUMO energy: 0.121 eV
Total energy: -83032.9743 eV
SMILES string: CCOC(=O)C(F)(F)F.COCCOCCOC.COCCOCCOC.COCCOCCOC.COCCOCCOC.COCCOCCOC.CC#N
Gap between HOMO and LUMO: 0.3357 hartree

---

(9)
The molecule C3H5Br. Source: the Open Molecules 2025 dataset; level of theory: wB97M-V/def2-TZVPD.

Structure (ORCA input):
```
! wB97M-V def2-TZVPD RIJCOSX def2/J DEFGRID3
* xyz 0 1
C -1.252 0.179 0.153
C 0.329 -0.230 0.401
C 1.514 0.011 -0.281
Br 1.514 0.196 -2.164
H -1.688 -0.756 0.407
H -1.423 1.009 0.733
H -1.607 0.433 -0.861
H 0.257 -0.551 1.405
H 2.356 -0.291 0.207
*
```

Computed properties:
HOMO energy: -9.19 eV
Energy relative to the best compared isomer or geometry (same formula, charge and spin): 0.898 eV
LUMO energy: 0.857 eV
Total energy: -73232.7302 eV
SMILES string: C/C=C\Br
Gap between HOMO and LUMO: 0.3693 hartree

---

(10)
A structure of composition C10H18Si. Source: the Open Molecules 2025 dataset; level of theory: wB97M-V/def2-TZVPD.

Structure (ORCA input):
```
! wB97M-V def2-TZVPD RIJCOSX def2/J DEFGRID3
* xyz 0 3
C -0.241 0.855 -2.026
C 1.080 1.143 -1.989
C -0.898 -0.124 -1.114
C -0.122 -0.719 -0.168
C -3.012 0.958 -0.281
C 0.255 -3.096 0.392
C 2.016 2.119 1.563
C -2.428 -0.139 -1.199
C -0.534 -1.794 0.734
C 2.781 0.987 0.801
Si 2.143 0.151 -0.807
H -0.832 1.543 -2.639
H 1.410 1.890 -2.624
H -2.604 0.927 0.635
H -4.163 0.822 -0.219
H -2.890 1.851 -0.731
H -0.146 -3.269 -0.717
H 0.059 -3.917 1.137
H 1.260 -2.992 0.457
H 2.677 2.688 2.088
H 1.330 2.647 0.789
H 1.252 1.692 2.214
H -2.969 0.033 -2.130
H -2.611 -1.183 -0.819
H -0.254 -1.671 1.909
H -1.695 -1.808 0.654
H 2.985 0.361 1.623
H 3.808 1.533 0.750
H 3.351 -0.345 -1.578
*
```

Computed properties:
<S²>: 2.0111
HOMO energy (spin up / spin down): -5.30 / -8.56 eV
Energy relative to the best compared isomer or geometry (same formula, charge and spin): 1.892 eV
LUMO energy (spin up / spin down): 0.752 / -2.011 eV
Total energy: -18531.9275 eV
Gap between HOMO and LUMO (spin up / spin down): 0.2226 / 0.2409 hartree

---

Question: Which of these has the highest total energy?
Answer: C3H7NO